1.
This record from the OMol25 dataset describes the ion CH8N4P with charge +1. The level of theory is ωB97M-V/def2-TZVPD.

Output
charge = +1
SMILES string = NP[NH+]=C(N)N
energy above the lowest of the compared OMol25 structures with the same formula, charge and spin = 41.6 kJ/mol
highest occupied orbital energy = -0.513 hartree

```
14
Properties=species:S:1:pos:R:3:forces:R:3
N -2.406 -0.496 -0.063 0.5 -1.6 -0.4
P -1.066 -1.097 -1.036 -1.3 2.6 0.3
N 0.184 0.240 -0.477 0.0 0.2 -3.8
C 0.984 0.142 0.553 -0.6 0.8 2.2
N 1.891 1.164 0.796 -0.9 -2.3 1.6
N 0.663 -0.843 1.430 0.6 1.7 -1.3
H -2.747 -1.180 0.640 0.2 0.8 -0.8
H -3.169 -0.159 -0.654 0.2 0.0 0.6
H -1.580 -0.282 -2.177 1.1 -0.9 0.9
H 0.519 0.913 -1.225 -1.0 -0.9 1.4
H 1.930 1.643 1.716 0.0 -0.8 -1.1
H 2.075 1.676 -0.016 0.5 1.3 -0.9
H 1.270 -1.041 2.203 -0.3 -0.4 0.2
H -0.177 -1.336 1.122 0.8 -0.4 1.2
```
Forces are in eV/Å.

Charge distribution, Löwdin scheme, values in e:
1. N -0.261
2. P 0.907
3. N -0.127
4. C -0.497
5. N 0.178
6. N 0.187
7. H 0.042
8. H 0.029
9. H -0.014
10. H 0.138
11. H 0.151
12. H 0.083
13. H 0.131
14. H 0.053

2.
This record from the OMol25 dataset describes a structure of composition C33H29ClN7O4S4Zr. The level of theory is ωB97M-V/def2-TZVPD.

Output
charge = +1
energy above the lowest of the compared OMol25 structures with the same formula, charge and spin = 233.1 kJ/mol
highest occupied orbital energy = -0.383 hartree

```
79
Properties=species:S:1:pos:R:3:forces:R:3
Zr -0.342 0.253 -0.127 0.3 0.7 0.4
C -3.691 3.149 2.940 0.0 0.0 0.0
C -2.340 3.466 2.423 -0.1 0.0 0.0
N -1.536 4.378 2.861 -0.1 0.1 0.1
N -0.425 4.294 2.075 0.1 0.0 -0.1
C -0.505 3.344 1.155 0.0 -0.1 -0.1
S 0.532 2.863 -0.088 -0.1 0.0 0.0
N -1.732 2.805 1.369 0.2 0.0 -0.1
N -2.169 1.735 0.586 -0.4 -0.1 0.0
H -4.037 3.972 3.559 0.0 0.0 0.0
H -3.665 2.245 3.550 0.0 0.0 0.0
H -4.398 3.009 2.121 0.0 0.0 0.0
H 0.357 4.907 2.241 0.0 0.0 0.0
H -2.770 2.103 -0.152 -0.1 -0.1 0.0
H -2.708 1.085 1.159 0.0 0.0 0.0
C 3.765 -4.558 2.172 0.1 0.0 0.0
C 2.493 -4.024 1.592 0.0 0.1 0.0
C 1.307 -4.735 1.744 -0.1 0.0 0.0
C 0.102 -4.234 1.288 0.0 0.0 0.0
C 0.087 -3.004 0.646 0.1 -0.1 0.1
C 1.268 -2.295 0.446 0.4 0.2 -0.2
C 2.461 -2.798 0.929 -0.1 -0.2 0.1
S -1.424 -2.326 0.111 0.0 -0.1 -0.1
O -2.447 -3.310 0.106 -0.1 0.1 -0.1
O -1.681 -1.097 0.970 0.1 -0.1 0.0
N -1.067 -1.496 -1.198 0.1 0.1 0.2
C -0.261 -1.975 -2.259 0.3 0.1 -0.1
C -0.235 -3.249 -2.796 -0.3 0.0 0.0
C 0.627 -3.510 -3.854 0.0 0.0 0.0
C 1.437 -2.506 -4.360 0.0 0.0 0.0
C 1.436 -1.228 -3.804 0.0 -0.3 0.1
C 2.315 -0.165 -4.269 0.0 0.1 0.0
C 2.170 1.061 -3.785 0.0 0.0 -0.1
C 1.090 1.404 -2.793 0.3 0.0 0.1
N 0.623 0.251 -1.991 -0.3 -0.4 0.1
C 0.604 -0.981 -2.712 0.0 0.4 -0.2
H 3.920 -5.596 1.877 0.0 0.0 0.0
H 3.713 -4.530 3.263 0.0 0.0 0.0
H 4.627 -3.974 1.857 0.0 0.0 0.0
H 1.321 -5.680 2.270 0.0 0.0 0.0
H -0.817 -4.785 1.433 0.0 0.0 0.0
H 1.396 -1.368 -0.142 -0.3 -0.4 0.0
H 3.375 -2.236 0.790 0.0 0.0 0.0
H -0.903 -4.015 -2.422 0.0 0.0 0.0
H 0.654 -4.499 -4.289 0.0 0.0 0.0
H 2.097 -2.714 -5.193 0.0 0.0 0.0
H 3.065 -0.395 -5.015 0.0 0.0 0.0
H 2.792 1.874 -4.140 0.0 0.0 0.1
H 1.540 2.115 -2.103 -0.1 0.1 0.0
Cl 0.739 7.322 -6.297 0.0 0.0 0.0
C 0.520 5.797 -5.498 0.0 0.1 -0.1
C -0.400 4.890 -5.999 0.0 0.0 0.0
C -0.566 3.676 -5.352 0.0 0.0 0.0
C 0.166 3.354 -4.213 0.0 0.0 0.0
C -0.105 2.044 -3.508 -0.1 0.1 0.0
C 1.088 4.282 -3.738 0.0 0.0 0.0
C 1.270 5.502 -4.373 0.0 0.0 0.0
H -0.967 5.132 -6.886 0.0 0.0 0.0
H -1.275 2.959 -5.749 0.0 0.0 0.0
H -0.907 2.207 -2.773 0.1 0.0 0.1
H -0.492 1.314 -4.224 0.0 0.0 0.0
H 1.685 4.070 -2.860 0.0 0.0 0.0
H 1.989 6.220 -4.004 0.0 0.0 0.0
O 1.841 -2.031 6.081 0.0 0.0 0.0
S 1.098 -2.450 4.940 0.0 0.1 -0.1
O 1.129 -3.813 4.510 0.1 0.0 0.0
N 1.518 -1.450 3.644 -0.1 0.0 0.0
C 0.534 -0.704 3.317 0.0 0.1 0.1
S 0.753 0.629 2.178 0.0 -0.1 -0.3
C -0.734 -0.888 4.087 0.1 -0.1 0.0
C -1.948 -0.239 3.987 0.0 0.0 0.0
C -2.977 -0.609 4.842 0.0 0.0 0.0
C -2.792 -1.613 5.788 0.0 0.0 0.0
C -1.569 -2.263 5.904 0.0 0.1 0.0
C -0.567 -1.874 5.040 -0.1 -0.1 0.1
H -2.082 0.545 3.255 0.0 0.0 0.0
H -3.939 -0.116 4.777 0.0 0.0 0.0
H -3.611 -1.884 6.441 0.0 0.0 0.0
H -1.413 -3.037 6.643 0.0 0.0 0.0
```
Forces are in eV/Å.

Charge distribution, Löwdin scheme, values in e:
1. Zr 1.427
2. C 0.025
3. C -0.303
4. N 0.164
5. N 0.081
6. C -0.756
7. S 0.707
8. N -0.096
9. N 0.044
10. H 0.103
11. H 0.075
12. H 0.095
13. H 0.179
14. H 0.146
15. H 0.106
16. C -0.021
17. C -0.248
18. C -0.023
19. C -0.019
20. C -0.299
21. C -0.114
22. C -0.009
23. S 0.657
24. O -0.222
25. O -0.474
26. N -0.258
27. C -0.280
28. C -0.011
29. C -0.061
30. C -0.020
31. C -0.154
32. C -0.018
33. C -0.018
34. C -0.396
35. N -0.148
36. C -0.202
37. H 0.092
38. H 0.092
39. H 0.084
40. H 0.132
41. H 0.126
42. H 0.071
43. H 0.131
44. H 0.120
45. H 0.110
46. H 0.118
47. H 0.120
48. H 0.119
49. H 0.034
50. Cl 0.679
51. C -0.668
52. C -0.093
53. C -0.031
54. C -0.220
55. C -0.118
56. C -0.041
57. C -0.094
58. H 0.110
59. H 0.118
60. H 0.097
61. H 0.132
62. H 0.099
63. H 0.109
64. O -0.246
65. S 0.668
66. O -0.264
67. N -0.022
68. C -0.695
69. S 0.629
70. C -0.218
71. C -0.042
72. C -0.051
73. C -0.043
74. C -0.008
75. C -0.213
76. H 0.066
77. H 0.106
78. H 0.116
79. H 0.131

3.
This record from the OMol25 dataset describes a cluster of 2 separate species, C7H13N2 in total. The level of theory is ωB97M-V/def2-TZVPD.

Output
charge = +1
energy above the lowest of the compared OMol25 structures with the same formula, charge and spin = 475.8 kJ/mol
highest occupied orbital energy = -0.501 hartree

```
22
Properties=species:S:1:pos:R:3:forces:R:3
C 3.409 -0.250 0.250 0.9 0.2 -1.6
C 3.262 0.051 -1.066 -0.8 -0.7 2.0
C 2.180 0.026 0.966 -0.9 -1.0 0.4
C -2.142 -1.371 -0.614 1.6 1.3 0.9
C -1.145 0.904 -0.845 -2.7 0.6 -1.7
C -2.495 0.424 1.339 1.6 0.8 -2.3
C -1.880 0.028 -0.007 -1.6 -0.5 -0.9
N 1.271 0.346 -0.190 1.4 -0.3 1.2
N 1.932 0.345 -1.246 -1.5 0.8 -0.7
H 4.292 -0.575 0.699 1.3 -0.4 0.7
H 3.837 0.079 -1.945 1.1 -0.2 -0.5
H 1.834 -0.783 1.751 0.4 1.6 -1.8
H 2.399 0.961 1.507 -0.5 0.0 0.1
H -1.215 -1.903 -0.881 -0.1 0.6 -0.3
H -2.651 -2.067 -0.009 -0.9 -0.4 1.1
H -2.725 -1.152 -1.483 -0.3 -0.1 -0.8
H -1.196 2.039 -0.809 -0.3 -1.4 0.4
H -1.066 0.524 -1.923 0.0 0.5 1.6
H -0.067 0.757 -0.487 1.3 -0.7 0.9
H -1.761 0.076 2.044 0.5 0.3 0.8
H -2.656 1.491 1.277 0.6 0.4 0.6
H -3.418 0.048 1.675 -1.2 -1.3 -0.3
```
Forces are in eV/Å.

Charge distribution, Löwdin scheme, values in e:
1. C -0.031
2. C -0.056
3. C -0.126
4. C 0.001
5. C -0.061
6. C 0.014
7. C -0.177
8. N -0.027
9. N 0.055
10. H 0.103
11. H 0.107
12. H 0.178
13. H 0.151
14. H 0.109
15. H 0.070
16. H 0.097
17. H 0.143
18. H 0.141
19. H 0.033
20. H 0.102
21. H 0.091
22. H 0.083

The lowest highest occupied orbital energy belongs to which entry? CH8N4P